Record 1
A 10-piece molecular cluster, C4H29N2O9 overall at a distorted geometry, computed with ωB97M-V with the def2-TZVPD basis set.

The geometry in XYZ format:
```
44
Properties=species:S:1:pos:R:3:forces:R:3:nbo_charge:R:1
O 0.821430 -3.412725 -2.741008 0.427 -1.122 0.432 -0.966
H 1.607805 2.255238 -1.682769 -0.157 -0.085 -0.210 0.476
H -0.493408 3.700536 -1.209411 0.044 -0.326 -0.355 0.514
H 2.041812 3.671131 -1.430264 0.066 0.262 -0.173 0.478
H -0.024008 1.874904 0.630465 0.039 -0.363 -0.476 0.248
O -2.402258 -1.436404 -0.747709 -0.278 0.248 -0.010 -1.018
C 0.777920 1.142576 0.767114 0.184 1.557 -0.574 -0.475
H 0.410742 -1.815863 -1.943252 0.424 0.289 -1.314 0.476
O -2.713508 2.720114 1.409683 0.258 0.971 0.090 -0.993
C 2.068089 1.958975 1.021626 0.041 -0.790 0.126 -0.597
N 2.062106 -0.574017 -0.278717 -0.623 -0.332 0.049 -0.794
O 1.975661 -1.754112 3.045433 -0.296 0.127 -0.347 -0.989
H -3.047671 -0.183628 2.130162 0.344 -0.275 -0.035 0.497
H 0.274299 -0.741416 -3.352405 0.520 -0.524 0.106 0.434
H -1.577787 -3.570244 -0.453195 0.248 0.198 -0.149 0.510
H 1.140755 -1.948405 2.563557 0.301 0.032 0.282 0.495
H 1.662252 -3.873097 -2.590038 0.048 0.306 -0.400 0.491
N -0.005457 -0.970990 -2.400172 -0.611 0.106 1.682 -0.715
C 0.935569 0.209495 -0.417844 0.356 -0.596 0.591 0.240
H 2.888567 1.334196 1.379337 -0.084 -0.003 0.054 0.222
H -0.879623 -1.154401 1.748557 0.092 -0.496 0.138 0.499
H 0.227509 -4.010213 -2.248610 -0.135 0.457 -0.120 0.504
O -2.290546 0.023797 1.558801 -0.780 0.330 0.147 -0.998
H 1.914572 2.728002 1.777609 -0.079 0.108 -0.199 0.225
H -0.463091 1.019874 -1.815046 -0.528 -0.125 0.638 0.222
H -2.049370 3.278396 0.942692 -0.482 -0.664 -0.124 0.512
H -3.165620 -0.994520 -1.140627 -0.076 -0.269 -0.120 0.482
H -0.273441 4.373544 0.096832 -0.426 -0.271 -0.043 0.480
H -3.200911 3.362569 1.949986 0.009 -0.515 -0.104 0.492
H -2.332324 -0.946377 0.108658 0.157 -0.135 -0.248 0.511
H 2.409269 2.371003 0.072145 0.068 0.263 0.386 0.179
H 2.362877 -0.723699 0.675267 0.040 -0.137 0.093 0.422
O -0.888342 3.750444 -0.332718 0.519 0.913 0.469 -0.974
H 0.466535 0.604036 1.651284 0.241 -0.576 0.152 0.243
H 2.192670 -1.386737 -0.860935 0.039 0.059 -0.057 0.380
H -0.459879 -4.327845 0.263663 0.109 0.173 -0.322 0.500
O 1.407285 3.161869 -1.944027 0.022 -0.014 -0.060 -0.946
H -2.456086 0.978487 1.383104 0.344 0.120 0.065 0.530
O -0.605547 -3.617910 -0.388074 -0.635 -0.769 0.298 -0.975
H -0.634725 -2.474585 0.960849 0.208 0.164 -0.021 0.485
H -0.988697 -1.276600 -2.416600 -0.081 0.311 0.004 0.453
O -0.436650 -2.025673 1.794532 -0.245 0.544 0.138 -1.000
H 1.676147 -1.451166 3.909181 0.152 -0.054 -0.006 0.471
C 0.065079 0.151444 -1.447117 0.216 0.899 -0.471 -0.232
```
Forces are in eV/Å.

Values from the calculation:
- largest force on an atom (eV/A) = 1.792
- ΔE to the lowest compared entry with this formula, charge and spin (kcal/mol) = 5.46
- E_LUMO (hartree) = -0.099
- total charge = +1
- Kohn-Sham gap (hartree) = 0.3454
- electronic energy (eV) = -26021.28941

=====

Record 2
A 6-piece molecular cluster, C11H29N2O9 overall at a distorted geometry, computed with ωB97M-V with the def2-TZVPD basis set.

The geometry in XYZ format:
```
51
Properties=species:S:1:pos:R:3:forces:R:3:nbo_charge:R:1
H -4.723094 -1.291506 -2.414741 -0.218 0.099 0.075 0.154
C 2.399696 -2.666155 -0.846360 2.623 1.487 0.214 0.757
H -3.283274 -0.463454 -0.697228 0.847 -0.565 -0.100 0.228
O 3.383939 -1.840746 -0.651937 -2.288 -0.600 -0.165 -0.822
C -2.750608 0.264189 3.502150 -0.050 0.204 -0.243 -0.247
O -0.990169 0.831610 -0.458072 0.028 -0.809 -0.203 -0.567
H 6.726840 2.350466 3.630566 0.132 -0.149 -0.041 0.149
H 5.919730 1.718008 2.164037 0.145 -0.151 0.027 0.174
H 0.221405 0.403135 2.005002 -0.064 -0.170 -0.139 0.479
H 0.188245 -2.762514 -0.961709 0.517 0.739 -0.451 0.177
H -2.070800 -0.282965 4.152923 0.034 0.040 -0.097 0.190
H 5.793905 0.836640 3.702964 -0.086 0.064 -0.011 0.186
H -5.865575 -1.519781 -3.759349 0.056 -0.011 -0.021 0.173
H 0.847992 -1.600727 0.231732 -0.037 0.040 -0.843 0.230
H 2.232414 1.430575 1.609604 0.269 0.078 0.145 0.166
C -2.354335 -1.095519 -0.639741 -0.294 0.231 -0.206 -0.746
C -4.901022 -1.099010 -3.476392 0.407 -0.038 -0.150 -0.245
H -4.910841 -0.020637 -3.661016 -0.163 0.045 0.139 0.161
C -0.869986 -1.196043 -3.298761 0.512 -0.249 -0.996 0.733
O 1.925980 4.023639 0.599304 0.120 0.193 0.059 -0.732
H 2.093403 0.791376 3.279018 0.216 0.148 -0.005 0.149
H -1.238338 -3.233649 -2.415152 0.179 0.497 -0.938 0.229
C -0.967258 -2.747613 -3.387257 0.259 -0.304 0.106 -0.757
N -0.276602 -0.436384 -2.212406 -1.726 -1.010 0.435 -0.418
C -1.165959 -0.194904 -1.084961 -0.250 1.291 0.443 0.715
H 0.259221 2.816200 0.772456 -0.231 0.061 0.068 0.193
H -2.501928 -2.018998 -1.242285 0.140 0.657 0.518 0.221
H -0.067325 4.546662 0.446413 -0.188 -0.063 0.116 0.153
C 0.968092 -1.980814 -0.811941 1.164 -1.029 0.958 -0.396
H -1.718320 -2.976360 -4.185870 0.606 0.193 0.854 0.244
O 0.974655 -0.180460 1.845035 -0.216 -0.049 0.203 -0.744
C 5.846544 1.824416 3.248977 -0.106 0.303 -0.136 -0.247
H -2.619655 1.291085 1.859779 0.286 -0.055 -0.159 0.471
C 2.146631 0.526784 2.218565 -0.204 0.150 0.026 -0.248
H 4.732853 3.410983 3.175999 -0.156 -0.123 -0.009 0.463
H 1.975793 3.854125 -0.347477 0.050 -0.074 0.133 0.466
H 1.546038 -0.117838 -1.523662 -0.053 -0.571 -0.119 0.393
H 0.482941 4.026464 2.059196 0.129 0.021 -0.046 0.175
H -0.003694 -3.231990 -3.704067 -0.633 0.797 0.424 0.277
H -3.511672 -0.421108 3.118124 -0.054 -0.065 0.188 0.158
O -2.003853 0.812351 2.424684 0.018 -0.033 0.181 -0.726
C 0.568555 3.841402 0.989276 0.122 -0.191 -0.328 -0.254
O -3.890466 -1.714468 -4.257587 -0.152 -0.036 0.242 -0.742
O -1.295677 -0.556170 -4.246408 -0.078 -0.323 0.950 -0.562
H 3.017348 -0.104746 2.049053 -0.144 -0.070 -0.124 0.202
O 4.667024 2.542967 3.587555 0.018 0.032 0.159 -0.723
H -3.039787 -1.326983 -3.992166 -0.324 -0.017 -0.536 0.485
N 1.000018 -0.920912 -1.846809 -0.015 -0.414 0.335 -0.437
H -2.237860 -1.333092 0.451233 0.227 0.129 -1.076 0.264
O 2.567005 -3.873736 -1.072509 -1.295 -0.196 -0.003 -0.755
H -3.228169 1.066204 4.072218 -0.078 -0.135 0.150 0.157
```
Forces are in eV/Å.

Values from the calculation:
- largest force on an atom (eV/A) = 3.023
- E_LUMO (hartree) = 0.086
- total charge = -1
- Kohn-Sham gap (hartree) = 0.2389
- electronic energy (eV) = -33282.68129

=====

Record 3
C17H20BrF3N6RhS as an isolated structure at a distorted geometry, computed with ωB97M-V with the def2-TZVPD basis set.

The geometry in XYZ format:
```
49
Properties=species:S:1:pos:R:3:forces:R:3:nbo_charge:R:1
H 1.925969 2.203833 1.057927 -0.080 0.047 -0.025 0.211
H -0.291931 -0.679167 1.348327 0.041 -0.238 0.016 0.384
H -1.624831 -3.609367 -0.945273 0.152 0.116 0.046 0.395
H -1.097431 -4.934767 0.849827 0.016 0.044 0.019 0.151
H -2.611431 5.062433 0.986827 -0.034 0.021 0.049 0.215
H -0.870631 -4.524467 2.559827 0.010 0.039 -0.078 0.204
C -0.919231 -2.124767 0.245827 1.051 2.925 0.911 0.582
H -3.034031 -3.264067 2.545327 0.020 0.019 -0.068 0.202
C -1.491331 3.378533 1.746027 -0.100 0.140 0.479 -0.353
N -1.346031 -2.870467 1.385227 -0.055 -0.054 -0.111 -0.475
C -0.660831 2.331733 1.393527 0.000 0.013 -1.239 0.063
H -3.202831 -1.950967 1.362127 -0.112 -0.024 0.036 0.221
Br 5.550869 -0.018067 3.652327 -0.003 0.023 -0.064 -0.045
S -0.495831 2.215533 -2.434273 -0.759 0.822 -0.312 -0.338
C 3.474869 1.245233 2.140127 0.121 0.058 0.207 -0.265
H 2.303769 0.161233 -3.332873 -0.247 0.427 -0.530 0.118
F -2.886431 5.854333 -1.212773 -0.055 0.051 0.447 -0.352
H -1.351831 -2.649067 -4.160073 -0.032 -0.053 0.148 0.388
H 3.208969 1.213133 -2.166573 0.066 0.287 -0.090 0.137
N -1.427731 -3.081867 -3.249573 -0.084 -0.120 0.450 -0.842
N -0.142931 -1.219467 -2.484873 -2.115 -1.908 0.367 -0.693
N -0.366031 -0.945667 0.371627 -0.881 -2.281 -0.813 -0.609
C 2.273869 0.707333 -2.388773 -1.999 -2.044 2.264 -0.468
H -3.262231 -3.651267 0.827227 0.010 0.034 0.034 0.152
F -3.054431 4.161333 -2.516373 0.078 -0.113 0.343 -0.332
Rh 0.826169 0.233833 -1.106173 4.020 0.584 -0.950 0.430
H -0.238631 1.672933 2.139927 0.116 -0.061 0.142 0.186
C -1.660831 3.925233 -0.589273 -0.370 0.476 1.837 -0.256
F -1.244231 5.323933 -2.479973 0.115 -0.134 0.321 -0.325
N -1.191931 -2.697667 -0.980273 -0.354 -0.742 0.763 -0.637
C -0.896931 -2.251167 -2.232773 1.632 2.222 -2.515 0.573
C -0.859831 2.798433 -0.864973 0.187 -0.370 -1.638 0.095
C -1.984831 4.213833 0.755327 0.399 -0.389 -1.615 -0.126
C 4.244469 -0.857267 1.247427 0.086 -0.049 0.136 -0.293
C -2.188231 4.784733 -1.677273 -0.290 0.358 -1.198 0.987
H 4.928669 -1.693767 1.286827 0.048 -0.054 0.061 0.203
C -2.788031 -2.943367 1.530127 -0.092 0.103 -0.059 -0.409
H -2.377531 -3.391067 -3.072573 0.094 0.102 -0.074 0.366
C 4.300869 0.142333 2.199027 0.279 -0.048 0.286 -0.106
C 2.394269 0.303333 0.171027 -0.915 0.296 -0.098 -0.147
H 3.542469 2.029933 2.882527 0.078 0.012 0.049 0.206
H -1.743331 3.550633 2.781127 0.021 0.028 0.134 0.203
H 3.258269 -1.556267 -0.496173 -0.088 0.027 0.025 0.195
H -0.072631 -0.997967 -3.473073 -0.079 -0.132 -0.002 0.366
C 2.545369 1.321833 1.116727 0.192 -0.107 0.029 -0.270
C -0.709731 -4.164367 1.540427 0.179 -0.039 -0.056 -0.412
C 3.288469 -0.768567 0.248027 0.278 -0.056 0.123 -0.199
N -0.332831 2.059433 0.119527 -0.575 -0.167 1.782 -0.507
H 0.360169 -4.050167 1.373827 0.030 -0.089 0.033 0.225
```
Forces are in eV/Å.

Values from the calculation:
- largest force on an atom (eV/A) = 4.172
- ΔE to the lowest compared entry with this formula, charge and spin (kcal/mol) = 69.07
- E_LUMO (alpha / beta) (hartree) = 0.080 / 0.080
- total charge = -1
- Kohn-Sham gap (alpha / beta) (hartree) = 0.1670 / 0.1665
- electronic energy (eV) = -118930.69650